Record 1
The molecule C3H8N4O, computed with ωB97M-V/def2-TZVPD.

Its HOMO-LUMO gap is 0.332 hartree. The calculation puts the strongest force on any atom at 0.0413 Eh/bohr. As for the SMILES: CC(=N/N)/C(N)=N/O.

Positions of all 16 atoms, in Å:
1 C 0.05 -1.81 1.06
2 C -0.42 -0.61 0.31
3 N -1.68 -0.54 0.09
4 N -2.32 0.57 -0.35
5 C 0.54 0.34 -0.28
6 N 0.24 1.19 -1.31
7 N 1.68 0.25 0.30
8 O 2.61 1.28 -0.05
9 H 0.77 -1.51 1.83
10 H -0.78 -2.31 1.55
11 H 0.54 -2.51 0.38
12 H -3.30 0.56 -0.10
13 H -1.87 1.48 -0.24
14 H -0.45 0.89 -1.98
15 H 1.04 1.64 -1.72
16 H 3.37 1.09 0.51

Record 2
The molecule C3H8N4O, computed with ωB97M-V/def2-TZVPD.

Its HOMO-LUMO gap is 0.349 hartree. The calculation puts the strongest force on any atom at 0.0903 Eh/bohr. As for the SMILES: [H]/N=C\N/C(=N\N)OC.

Positions of all 16 atoms, in Å:
1 H -2.29 1.09 -0.12
2 N -2.76 0.11 0.10
3 C -1.96 -0.84 0.02
4 N -0.61 -1.06 -0.21
5 C 0.33 0.01 -0.22
6 N 1.62 -0.20 -0.09
7 N 1.76 -1.73 0.01
8 O -0.16 1.21 -0.31
9 C 0.74 2.27 0.10
10 H -2.29 -1.94 -0.03
11 H -0.26 -2.10 -0.34
12 H 1.73 -1.92 1.19
13 H 1.12 -2.53 -0.47
14 H 0.21 3.32 -0.45
15 H 1.91 2.00 -0.46
16 H 0.93 2.31 1.28

Record 3
A cluster of 2 separate species, C3H8N4O in total, computed with ωB97M-V/def2-TZVPD.

Its HOMO-LUMO gap is 0.296 hartree. The calculation puts the strongest force on any atom at 0.1743 Eh/bohr.

Positions of all 16 atoms, in Å:
1 C 1.62 -0.29 0.03
2 C -1.39 0.92 -0.42
3 C -1.80 -0.37 0.24
4 H 3.72 -0.68 0.20
5 H 2.84 0.33 1.59
6 H 1.86 -1.91 -0.96
7 H 1.16 1.49 0.59
8 H -2.28 1.28 -0.97
9 H -1.00 -1.28 -0.29
10 H -1.25 -0.41 1.23
11 H -3.61 -1.10 1.55
12 N 2.98 -0.17 0.55
13 N 1.32 -0.96 -1.00
14 N 0.69 0.71 0.34
15 N -0.19 1.32 -0.41
16 O -3.20 -0.70 0.20

Record 4
A cluster of 2 separate species, C3H8N4O in total, computed with ωB97M-V/def2-TZVPD.

Its HOMO-LUMO gap is 0.278 hartree. The calculation puts the strongest force on any atom at 0.2212 Eh/bohr.

Positions of all 16 atoms, in Å:
1 C -1.38 -1.81 0.20
2 C -1.18 0.48 -0.74
3 C 0.84 -0.62 -0.21
4 H -1.62 -2.51 -0.60
5 H -0.87 -2.55 1.04
6 H -2.12 -1.21 0.87
7 H -1.81 0.52 -1.69
8 H 0.63 1.74 0.32
9 H -0.42 3.02 0.73
10 H 1.46 -1.43 0.42
11 H 3.60 1.18 0.46
12 N -0.42 -0.66 -0.23
13 N -1.14 1.71 -0.55
14 N -0.43 1.96 0.65
15 N 1.80 0.30 -0.47
16 O 3.07 -0.12 -0.20

Record 5
A structure of composition C3H8N4O, computed with ωB97M-V/def2-TZVPD.

Its HOMO-LUMO gap is 0.337 hartree. The calculation puts the strongest force on any atom at 0.1463 Eh/bohr.

Positions of all 16 atoms, in Å:
1 N -0.17 -0.04 0.66
2 N -1.86 0.08 1.34
3 C -0.36 0.79 -0.35
4 N 0.24 -1.34 0.56
5 C 1.36 0.86 -1.07
6 C 2.47 0.20 -0.86
7 O -2.57 -1.12 1.05
8 N -1.06 1.73 -0.75
9 H -2.97 -0.96 0.17
10 H -1.62 -0.05 2.32
11 H 1.09 -1.50 1.08
12 H 0.24 -1.74 -0.37
13 H -1.97 1.80 -0.30
14 H 1.27 1.58 -1.89
15 H 2.64 -0.45 0.00
16 H 3.27 0.16 -1.59

Record 6
A structure of composition C3H8N4O, computed with ωB97M-V/def2-TZVPD.

Its HOMO-LUMO gap is 0.339 hartree. The calculation puts the strongest force on any atom at 0.0411 Eh/bohr.

Positions of all 16 atoms, in Å:
1 C -0.73 -1.91 -0.19
2 N 1.09 0.12 0.71
3 N -1.09 -0.51 -0.29
4 C -0.23 0.60 -1.49
5 C -0.14 0.66 0.22
6 N 2.18 1.04 0.71
7 N -0.64 1.70 0.81
8 O -0.29 0.56 -2.64
9 H 0.96 -0.23 1.65
10 H -2.07 -0.28 -0.14
11 H 2.57 1.07 -0.22
12 H 1.85 1.98 0.96
13 H -1.54 2.01 0.44
14 H -0.85 -2.29 0.83
15 H 0.31 -2.03 -0.49
16 H -1.37 -2.50 -0.86

Record 7
The molecule C3H8N4O2, computed with ωB97M-V/def2-TZVPD.

Its HOMO-LUMO gap is 0.333 hartree. The calculation puts the strongest force on any atom at 0.0615 Eh/bohr. As for the SMILES: NC(=O)[C@@H](N)/C(N)=N\O.

Positions of all 17 atoms, in Å:
1 N -1.88 -0.95 -1.00
2 C -0.69 -0.29 -1.15
3 O -0.38 0.33 -2.15
4 C 0.47 -0.68 0.02
5 N 1.78 -1.00 -0.57
6 C 0.40 0.64 0.71
7 N 1.36 1.59 0.48
8 N -0.76 1.10 1.18
9 O -1.57 0.05 1.67
10 H -2.19 -1.13 -0.05
11 H -2.38 -1.14 -1.86
12 H 0.09 -1.50 0.63
13 H 1.97 -0.35 -1.34
14 H 2.53 -0.93 0.11
15 H 1.23 2.46 0.98
16 H 2.26 1.29 0.13
17 H -2.23 0.53 2.20

Record 8
A cluster of 2 separate species, C3H8N4P in total, computed with ωB97M-V/def2-TZVPD.

As for the charge: +1. Its HOMO-LUMO gap (alpha / beta) is 0.291 / 0.305 hartree. The calculation puts the strongest force on any atom at 0.0240 Eh/bohr.

Positions of all 16 atoms, in Å:
1 C -0.89 -2.31 1.07
2 C 2.84 0.71 0.49
3 C -0.76 0.27 -2.36
4 N 0.06 -1.73 0.50
5 N 1.96 -0.10 0.12
6 N 0.11 -0.26 -1.63
7 N -1.90 1.64 0.79
8 P 0.31 -0.16 0.02
9 H -0.80 -3.38 1.22
10 H -1.80 -1.84 1.44
11 H 3.88 0.41 0.37
12 H 2.66 1.70 0.92
13 H -0.72 0.06 -3.42
14 H -1.54 0.95 -2.00
15 H -1.48 2.56 0.65
16 H -1.93 1.48 1.80

Record 9
The molecule C3H8N4S, computed with ωB97M-V/def2-TZVPD.

Its HOMO-LUMO gap is 0.323 hartree. The calculation puts the strongest force on any atom at 0.1968 Eh/bohr. As for the SMILES: C/N=C(/N)C(=S)NN.

Positions of all 16 atoms, in Å:
1 C 1.26 1.35 0.94
2 N 1.81 0.07 0.38
3 C 0.96 -0.66 -0.26
4 N 1.41 -1.91 -0.90
5 C -0.58 -0.58 -0.03
6 S -1.33 -1.82 0.89
7 N -1.12 0.62 -0.44
8 N -2.34 0.94 -0.45
9 H 2.03 1.67 1.67
10 H 1.02 2.12 0.11
11 H 0.33 1.13 1.27
12 H 0.48 -2.59 -0.91
13 H 2.32 -2.28 -0.42
14 H -0.49 1.06 -1.26
15 H -2.76 0.54 0.56
16 H -3.01 0.34 -1.14

Record 10
The ion C3H8N5 with charge +1, computed with ωB97M-V/def2-TZVPD.

As for the charge: +1. Its HOMO-LUMO gap (alpha / beta) is 0.295 / 0.225 hartree. The calculation puts the strongest force on any atom at 0.0846 Eh/bohr. The spin multiplicity is 3. As for the expectation value of S²: 2.038.

Positions of all 16 atoms, in Å:
1 C -0.01 -1.25 0.41
2 C -1.14 0.22 -1.80
3 C 1.19 0.83 0.86
4 N -0.94 -1.77 -0.47
5 N -1.47 -0.95 -1.35
6 N 0.18 0.04 0.35
7 N 0.59 -2.10 1.34
8 N -1.76 1.33 -1.90
9 H 2.11 0.90 0.11
10 H 0.75 1.87 1.02
11 H 1.59 0.41 1.81
12 H -1.99 -1.44 -2.11
13 H 0.11 -3.01 1.52
14 H 1.19 -1.56 2.00
15 H -1.27 2.13 -2.34
16 H -2.70 1.45 -1.57

Record 11
The ion C3H8NO with charge -1, computed with ωB97M-V/def2-TZVPD.

As for the charge: -1. Its HOMO-LUMO gap is 0.259 hartree. The calculation puts the strongest force on any atom at 0.0804 Eh/bohr. As for the SMILES: CCNC[O-].

Positions of all 13 atoms, in Å:
1 C 0.76 -1.58 -0.76
2 C 0.38 -0.31 0.16
3 N -0.86 0.29 -0.21
4 C -0.86 1.57 0.82
5 O 0.28 2.12 0.98
6 H 1.69 -2.27 -0.50
7 H 0.89 -1.09 -1.85
8 H -0.10 -2.27 -0.79
9 H 1.31 0.24 0.07
10 H 0.19 -0.65 1.11
11 H -0.67 0.72 -1.19
12 H -1.19 1.06 1.75
13 H -1.81 2.17 0.40

Record 12
A cluster of 2 separate species, C3H8NO in total, computed with ωB97M-V/def2-TZVPD.

As for the charge: -1. Its HOMO-LUMO gap is 0.253 hartree. The calculation puts the strongest force on any atom at 0.0275 Eh/bohr.

Positions of all 13 atoms, in Å:
1 C -0.16 -1.80 1.56
2 O -1.10 -0.77 1.68
3 H -0.01 -2.19 2.56
4 H -0.61 -2.63 1.00
5 H 0.73 -1.41 1.05
6 C 1.01 2.06 -1.25
7 C 0.23 0.96 -1.37
8 N -0.74 0.54 -0.53
9 H 1.10 2.56 -0.30
10 H 1.85 2.13 -1.92
11 H 0.37 0.35 -2.28
12 H -1.63 0.41 -0.99
13 H -1.03 -0.21 0.79